ORCA calculation (ωB97M-V/def2-TZVPD) on a molecular structure, C24H51Br2GaI2N2O3P at a distorted geometry.

Each line ends with the Mulliken charge.
Positions of all 86 atoms, in Å:
C (3.4053, -0.5823, 3.1046)  -1.26
C (2.6256, 0.6679, 2.6634)  -0.64
P (0.8014, 0.2857, 2.6696)  0.22
C (0.3145, 0.9050, 4.3581)  -1.02
Ga (-0.3577, 1.5576, 1.0609)  -1.13
C (-2.1930, 1.9695, 1.8754)  -0.69
C (-2.0853, 3.1388, 2.8759)  0.02
C (-2.9635, 3.0120, 4.1117)  -1.32
C (-4.4462, 2.6753, 3.8569)  -0.41
C (-5.0643, 3.4341, 2.6915)  -0.48
C (-6.5965, 3.4479, 2.7351)  -1.02
C (-7.1409, 2.0233, 2.6978)  -0.32
C (-8.6397, 1.9727, 2.3199)  -0.63
O (-8.8064, 1.4070, 1.0263)  -0.34
C (-9.6735, 0.2899, 0.9471)  -0.74
C (0.4762, 3.4145, 0.6478)  -0.38
Br (2.2063, 3.1455, -0.2770)  -0.26
C (-0.5405, 4.2045, -0.1846)  0.49
C (-0.2441, 4.4014, -1.6496)  -1.69
Br (-0.8488, 6.0121, 0.5881)  -0.23
C (-0.4738, 0.5764, -0.7501)  -0.93
I (-2.5054, 0.5775, -1.5238)  -0.04
C (0.1813, -0.8060, -0.6956)  -0.19
C (1.7039, -0.6239, -0.7451)  -0.37
I (-0.3664, -2.0181, -2.4370)  -0.02
H (2.9904, -0.9214, 4.0484)  0.32
H (3.2041, -1.3764, 2.3919)  0.28
H (4.4689, -0.3907, 3.2146)  0.39
H (2.8239, 1.4392, 3.4042)  0.56
H (2.9671, 1.0129, 1.6966)  0.31
H (0.8479, 0.3073, 5.0889)  0.51
H (0.6675, 1.9236, 4.4902)  0.33
H (-0.7539, 0.8392, 4.5042)  0.14
H (-2.5152, 1.0804, 2.4141)  0.79
H (-2.8702, 2.1682, 1.0561)  0.26
H (-1.0546, 3.1878, 3.2270)  0.38
H (-2.2855, 4.0742, 2.3607)  0.05
H (-2.5663, 2.2423, 4.7696)  0.15
H (-2.9345, 3.9296, 4.6996)  0.43
H (-4.5116, 1.6055, 3.6997)  0.27
H (-5.0172, 2.9117, 4.7559)  0.55
H (-4.8098, 2.9068, 1.7808)  0.02
H (-4.6564, 4.4384, 2.6120)  0.42
H (-6.9520, 3.9671, 3.6229)  0.35
H (-6.9240, 3.9476, 1.8255)  0.43
H (-6.6027, 1.4894, 1.9237)  0.34
H (-6.9962, 1.5385, 3.6560)  0.23
H (-9.1704, 1.4013, 3.0775)  0.39
H (-9.0089, 2.9971, 2.2923)  0.33
H (-9.2782, -0.3793, 0.1920)  0.26
H (-10.6723, 0.6192, 0.6658)  0.25
H (-9.7230, -0.2675, 1.8809)  0.33
H (0.6929, 3.9781, 1.5412)  0.83
H (-1.5069, 3.7220, -0.1348)  0.01
H (0.6414, 5.0029, -1.8013)  0.45
H (-0.1410, 3.4490, -2.1587)  0.30
H (-1.0751, 4.9267, -2.1103)  0.47
H (0.0691, 1.1660, -1.4753)  0.53
H (-0.1118, -1.3145, 0.2116)  0.53
H (2.1607, -1.4632, -1.2452)  0.44
H (2.0575, -0.5756, 0.2819)  -0.38
H (1.9564, 0.3088, -1.2309)  0.18
C (5.1872, -1.7419, -4.4447)  -1.52
C (4.8043, -2.8524, -3.4964)  0.89
O (5.4972, -3.1507, -2.5332)  -0.68
N (3.6544, -3.5232, -3.7537)  -0.03
C (2.7178, -3.3214, -4.8456)  -0.66
H (6.1227, -1.3062, -4.1078)  0.36
H (5.3222, -2.1287, -5.4560)  0.35
H (4.4215, -0.9655, -4.4550)  0.40
H (3.4488, -4.2438, -3.0793)  0.24
H (1.7389, -3.0698, -4.4394)  0.01
H (2.6333, -4.2416, -5.4275)  0.29
H (3.0456, -2.5201, -5.4985)  0.32
C (6.7781, -5.2627, -4.9172)  -1.02
C (7.0936, -6.6733, -5.3467)  0.54
O (6.8081, -7.1038, -6.4531)  -0.67
N (7.7202, -7.4672, -4.4360)  -0.15
C (8.1263, -7.1294, -3.0837)  -0.76
H (6.2806, -4.7497, -5.7350)  0.29
H (6.1174, -5.2623, -4.0502)  0.32
H (7.6928, -4.7232, -4.6700)  0.38
H (7.9079, -8.3974, -4.7746)  0.22
H (9.2062, -7.2498, -2.9783)  0.27
H (7.6326, -7.7917, -2.3705)  0.27
H (7.8638, -6.1048, -2.8441)  0.30

Cartesian forces, eV/Å:
-0.62 0.32 -0.24
0.02 -0.46 0.67
-0.14 -0.56 -0.30
0.77 0.22 -0.56
-0.38 0.51 0.46
0.99 0.05 0.18
0.04 -0.49 -0.28
-0.65 0.08 0.16
0.56 0.40 0.01
-0.43 -0.38 0.16
0.74 -0.38 -0.23
-0.71 0.50 -0.21
0.83 0.05 -0.05
-0.08 -0.34 0.23
0.28 0.43 -0.05
-0.73 -0.30 -0.46
0.06 0.28 0.19
0.61 -0.22 -0.29
-0.27 0.32 -0.20
-0.05 0.11 0.05
0.08 -0.52 0.15
0.10 0.36 0.37
-0.07 1.29 -0.45
-0.56 -0.21 0.52
0.20 -0.54 0.04
0.12 -0.13 0.30
0.30 -0.22 -0.12
0.21 -0.09 -0.05
-0.02 0.44 -0.09
-0.02 0.17 -0.21
-0.13 -0.28 0.25
-0.22 0.33 0.10
-0.22 -0.03 0.08
-0.22 -0.29 -0.12
-0.42 -0.01 0.01
0.16 0.29 0.12
0.00 0.21 -0.03
0.16 -0.19 0.09
0.17 0.27 -0.01
-0.26 -0.26 -0.14
-0.04 -0.10 0.25
0.29 0.06 -0.37
0.00 0.22 0.09
-0.18 0.25 0.03
-0.33 0.31 0.05
0.15 -0.36 -0.05
0.20 -0.22 0.13
-0.37 -0.07 -0.03
-0.34 0.07 0.09
-0.02 -0.08 -0.25
-0.26 -0.11 -0.02
0.00 0.01 0.21
0.33 -0.08 0.23
-0.35 0.09 0.41
0.30 -0.01 -0.04
0.14 -0.24 0.00
-0.18 0.05 -0.08
-0.06 0.16 -0.37
-0.25 -0.63 -0.15
0.37 -0.14 -0.03
0.22 0.01 0.09
0.16 0.10 -0.26
0.05 0.04 0.03
-0.05 -0.08 0.17
0.08 0.00 -0.09
0.15 0.10 -0.16
-0.04 -0.29 0.29
0.00 -0.05 0.07
-0.07 0.06 -0.03
-0.01 -0.01 -0.09
-0.07 0.05 0.03
-0.05 0.08 -0.10
-0.02 0.07 -0.11
0.04 0.02 0.02
-0.05 -0.02 -0.08
-0.03 -0.04 -0.12
0.01 0.03 0.04
0.00 0.12 0.06
0.03 -0.30 -0.20
0.00 -0.08 -0.06
0.10 0.11 0.07
-0.05 0.04 0.12
-0.01 0.00 0.01
0.00 0.07 0.09
0.01 0.08 0.09
-0.03 0.01 -0.01

Computed properties:
- charge = -1
- Kohn-Sham gap (eV) = 6.5
- E_HOMO (eV) = -4.410
- calculated total energy (eV) = -252791.473
- strongest force on any atom (Eh/bohr) = 0.027
- multiplicity = 1